(1)
C8H11N4 | ωB97M-V/def2-TZVPD

Last column: Mulliken charge in e.
CARTESIAN COORDINATES (ANGSTROEM)
1 C 0.649 1.680 -2.038  -1.236
2 C 0.518 0.654 -0.987  0.492
3 C 0.958 0.967 0.401  -0.782
4 C 0.055 1.120 1.412  0.879
5 C 0.492 1.523 2.827  -1.174
6 N -1.200 0.623 1.340  -0.441
7 C -1.703 -0.149 0.529  0.687
8 N -2.132 -1.110 -0.085  -0.435
9 C -1.411 -2.103 -0.715  0.181
10 C -0.804 -3.118 0.259  -1.181
11 N -0.168 -1.682 -1.313  -0.865
12 N 0.232 -0.561 -1.257  0.746
13 H 0.276 2.501 -1.554  0.393
14 H 0.039 1.404 -2.972  0.365
15 H 1.711 1.754 -2.389  0.305
16 H 1.909 1.390 0.506  0.437
17 H 1.520 1.468 2.771  0.401
18 H -0.074 0.871 3.430  0.370
19 H 0.109 2.525 3.013  0.306
20 H -1.823 -2.602 -1.580  0.418
21 H -1.687 -3.749 0.553  0.332
22 H -0.489 -2.647 1.133  0.339
23 H -0.077 -3.589 -0.260  0.463

Values from the calculation:
* HOMO level (alpha / beta): -13.16 / -13.16 eV
* net charge: +1

(2)
C8H11N4 | ωB97M-V/def2-TZVPD

Last column: Mulliken charge in e.
CARTESIAN COORDINATES (ANGSTROEM)
1 C 0.366 -2.583 -0.434  -0.731
2 C -0.629 -1.744 -0.932  -0.212
3 N -0.629 -0.312 -0.831  0.165
4 C -1.829 0.232 -0.354  0.374
5 N -2.568 -0.304 0.630  -0.428
6 N -2.248 1.332 -0.942  -0.298
7 C 0.534 0.230 -0.114  0.491
8 C 1.513 0.904 -0.836  -0.575
9 C 2.548 1.403 -0.060  -0.402
10 C 2.557 1.176 1.303  -0.286
11 N 1.639 0.534 2.030  -0.565
12 C 0.648 0.105 1.251  -0.065
13 H 0.326 -2.878 0.618  0.271
14 H 1.169 -2.991 -1.043  0.290
15 H -1.476 -2.174 -1.476  0.456
16 H -2.075 -0.996 1.182  0.325
17 H -3.036 0.387 1.205  0.262
18 H -2.992 1.907 -0.578  0.222
19 H -1.856 1.603 -1.831  0.274
20 H 1.444 1.047 -1.907  0.471
21 H 3.350 1.968 -0.517  0.406
22 H 3.406 1.561 1.863  0.379
23 H -0.161 -0.408 1.773  0.176

Values from the calculation:
* HOMO level: -11.23 eV
* net charge: +1

(3)
C8H11N4OP | ωB97M-V/def2-TZVPD

Last column: Mulliken charge in e.
CARTESIAN COORDINATES (ANGSTROEM)
1 C -3.407 0.546 0.115  -0.358
2 C -2.666 1.050 -0.936  -0.489
3 C -1.440 0.642 -1.289  -0.826
4 C -1.062 -0.557 -0.679  0.713
5 N 0.003 -1.372 -0.874  -0.665
6 N -0.184 -2.312 0.011  0.579
7 N -1.226 -2.333 0.724  -0.822
8 C -1.905 -1.171 0.340  0.611
9 C -3.069 -0.573 0.815  -0.917
10 H -4.226 1.098 0.476  0.397
11 H -3.085 2.026 -1.404  0.221
12 H -0.917 1.121 -1.960  0.770
13 H 0.496 -3.017 0.173  0.280
14 H -3.532 -1.020 1.600  0.552
15 C 2.692 0.569 1.453  -0.912
16 N 2.388 0.321 0.011  0.269
17 C 1.985 1.453 -0.720  -1.035
18 P 2.498 -1.154 -0.779  0.207
19 O 2.612 -2.235 0.205  -0.583
20 H 3.508 -0.157 1.796  0.251
21 H 3.072 1.478 1.691  0.420
22 H 1.717 0.401 1.968  0.269
23 H 1.025 1.840 -0.499  0.380
24 H 2.806 2.225 -0.507  0.351
25 H 1.916 1.132 -1.731  0.337

Values from the calculation:
* HOMO level: -8.81 eV

(4)
C8H11NO | ωB97M-V/def2-TZVPD

Last column: Mulliken charge in e.
CARTESIAN COORDINATES (ANGSTROEM)
1 C 1.939 -2.213 0.217  -0.579
2 C 1.871 -2.531 -1.168  -0.743
3 C 0.983 -1.297 0.478  -0.208
4 C 0.694 -2.020 -1.618  -0.389
5 C -1.446 0.165 0.386  -0.900
6 C -0.881 -0.356 -0.725  0.218
7 C -1.727 3.156 0.545  -0.609
8 C 0.152 1.836 0.810  -0.637
9 N 0.164 -1.194 -0.619  0.114
10 O -0.660 2.536 0.031  -0.201
11 H 2.763 -2.437 0.798  0.458
12 H 2.346 -3.328 -1.636  0.427
13 H 0.846 -0.817 1.451  0.253
14 H 0.324 -2.035 -2.550  0.422
15 H -1.086 -0.331 1.354  0.229
16 H -2.348 0.806 0.477  0.398
17 H -2.348 3.473 -0.183  0.399
18 H -1.013 -0.439 -1.803  0.286
19 H -1.737 3.531 1.629  0.240
20 H 0.141 1.993 1.855  0.316
21 H 1.023 1.503 0.273  0.506

Values from the calculation:
* HOMO level (alpha / beta): -7.41 / -6.85 eV

(5)
C8H11NO2 | ωB97M-V/def2-TZVPD

Last column: Mulliken charge in e.
CARTESIAN COORDINATES (ANGSTROEM)
1 C -1.678 1.974 0.648  -1.021
2 C -1.218 1.255 -0.619  -0.302
3 C -0.144 0.551 -0.620  0.007
4 C 0.400 -0.398 -1.743  -0.581
5 C 1.738 -0.791 -1.089  -0.353
6 C 1.742 -0.411 0.170  0.369
7 C 2.761 -0.684 1.246  -1.021
8 O 0.653 0.400 0.494  -0.383
9 H -1.302 3.077 0.532  0.303
10 H -1.068 1.518 1.505  0.243
11 H -2.680 1.596 0.869  0.368
12 H -1.834 1.342 -1.444  0.535
13 H 0.549 0.024 -2.666  0.408
14 H -0.352 -1.142 -1.886  0.216
15 H 2.378 -1.549 -1.550  0.340
16 H 2.080 -1.063 2.040  0.273
17 H 3.174 0.278 1.645  0.265
18 H 3.575 -1.376 0.806  0.288
19 N -2.218 -1.243 1.222  -0.587
20 C -2.407 -1.204 0.042  0.735
21 O -2.867 -1.258 -1.050  -0.459
22 H -1.282 -0.895 1.448  0.357

Values from the calculation:
* HOMO level: -8.47 eV

(6)
C8H11NOSi | ωB97M-V/def2-TZVPD

Last column: Mulliken charge in e.
CARTESIAN COORDINATES (ANGSTROEM)
1 C 2.303 -1.102 2.667  -0.675
2 C 1.605 -0.148 3.348  -0.456
3 C 1.968 -1.466 1.399  -0.603
4 C 0.585 0.594 2.697  -0.696
5 C 0.948 -0.793 0.707  0.252
6 C 0.315 0.268 1.407  0.885
7 C -2.299 -0.510 -1.269  -0.908
8 C -0.256 1.748 -2.063  -0.993
9 N 0.510 -0.828 -0.652  -0.188
10 O -0.595 0.887 0.664  -0.409
11 Si -0.612 0.401 -0.903  0.135
12 H 2.937 -1.723 3.250  0.358
13 H 1.905 0.208 4.283  0.404
14 H 2.535 -2.240 0.952  0.405
15 H 0.074 1.447 3.057  0.440
16 H -2.525 -1.170 -0.375  0.222
17 H -3.227 0.055 -1.504  0.328
18 H -1.956 -1.151 -2.151  0.250
19 H 0.237 2.512 -1.445  0.283
20 H 0.343 1.402 -2.886  0.336
21 H -1.178 2.213 -2.425  0.318
22 H 0.560 -1.775 -1.152  0.312

Values from the calculation:
* HOMO level: -7.78 eV

Per-record F_max, eV Å⁻¹: 4.819; 3.218; 5.194; 3.654; 4.816; 3.944
Per-record ΔE to the lowest compared entry with this formula, charge and spin, kJ/mol: 456.01; 349.20; 144.88; 700.71; 265.75; 0.00